[1]
Entry from the OMol25 dataset: a 2-piece molecular cluster, C4H12S overall in a non-equilibrium geometry (ωB97M-V with the def2-TZVPD basis set).

HOMO level ... -0.311 Ha
HOMO-LUMO gap ... 9.44 eV
Total energy ... -15177.2239 eV
Spin multiplicity ... 1
Relative energy (zero: lowest compared OMol25 entry of this formula, charge and spin) ... 11.1 kcal/mol

Last column: Löwdin charge in e.
CARTESIAN COORDINATES (ANGSTROEM)
S -1.320 0.969 -1.607  0.72
C -1.624 0.121 -3.174  -0.44
C 0.039 0.080 -0.831  -0.45
C 1.495 -1.107 4.096  -0.16
C 2.294 -0.672 2.845  -0.17
H -1.856 -0.938 -3.105  0.03
H 0.103 0.386 0.210  0.01
H 1.298 -0.213 4.694  0.06
H 1.581 -0.166 2.180  0.04
H 2.689 -1.570 2.377  0.06
H -0.066 -1.009 -0.809  0.04
H 0.751 -1.850 3.862  0.06
H 2.239 -1.526 4.796  0.06
H -2.455 0.689 -3.580  0.02
H -0.772 0.243 -3.848  0.03
H 0.953 0.283 -1.390  0.03
H 3.084 0.058 2.976  0.06



[2]
Entry from the OMol25 dataset: a 2-piece molecular cluster, C4H12S overall in a non-equilibrium geometry (ωB97M-V with the def2-TZVPD basis set).

HOMO level ... -0.310 Ha
HOMO-LUMO gap ... 9.42 eV
Total energy ... -15177.1701 eV
Spin multiplicity ... 1
Relative energy (zero: lowest compared OMol25 entry of this formula, charge and spin) ... 12.4 kcal/mol

Last column: Löwdin charge in e.
CARTESIAN COORDINATES (ANGSTROEM)
S -0.927 2.043 -0.188  0.73
C 0.805 -2.788 -0.600  -0.16
C 0.688 1.997 0.544  -0.47
C -1.117 0.262 -0.594  -0.42
C 1.129 -3.070 0.920  -0.14
H -1.597 0.183 -1.572  0.03
H 1.005 -4.122 1.170  0.06
H -0.155 -0.219 -0.748  0.00
H 0.931 1.030 1.013  0.04
H 1.420 2.056 -0.277  0.03
H 2.192 -2.919 1.041  0.05
H -0.205 -2.417 -0.686  0.03
H 0.898 -3.728 -1.143  0.06
H 1.571 -2.093 -0.936  0.06
H 0.554 -2.310 1.440  0.05
H 0.844 2.781 1.258  0.02
H -1.705 -0.245 0.170  0.03



total energy of number 1 (C4H12S)?
-15177.2239 eV